Molecular formula: C8H12O2
Method: DFT, the ωB97M-V functional and the def2-TZVPD basis

Summary:
- <S²>: 0.76
- 2S+1: 2
- E: -12583.934 eV
- Charge: -1
- F_max: 0.034 Eh/bohr
- Energy relative to the best compared isomer or geometry (same formula, charge and spin): 0.0 kJ/mol

Structure (XYZ):
```
22
Properties=species:S:1:pos:R:3:forces:R:3:mulliken_charge:R:1
C 0.93159 2.18015 3.36713 -0.3312 -0.8630 -0.2014 -0.544
O 0.32292 0.97346 2.92092 0.1131 0.3325 0.7020 -0.548
H 0.49959 0.83872 1.98867 -0.2128 -0.1031 -0.6765 0.296
H 0.37310 3.06418 3.04605 0.0317 0.0606 -0.0269 0.218
H 1.96136 2.24124 3.00734 0.0736 0.1954 0.1613 0.251
H 0.90301 2.10653 4.45468 0.2083 0.2997 0.0152 0.251
C 1.35601 1.86278 -0.41429 0.6714 0.6841 -0.3987 -1.460
C -1.48950 -0.71728 -0.31988 0.2830 0.1439 0.0683 -1.018
C -1.02522 -1.63294 -1.22518 0.0336 -0.9359 -0.5007 0.946
C -0.70215 0.47019 -0.17471 0.5537 1.2526 0.4550 -0.421
C 0.59731 0.60919 -0.70074 -1.2743 -1.1396 0.2943 0.674
C 0.21568 -1.54241 -1.86791 -0.4407 0.3930 0.7124 -0.870
C 1.07318 -0.45166 -1.45967 0.7679 0.2217 -0.6962 -0.689
O -1.82893 -2.74185 -1.53630 -0.5439 0.5202 0.4523 -0.530
H -2.28892 -0.90458 0.38434 -0.2474 -0.1873 -0.3047 0.321
H -1.10925 1.33237 0.35565 -0.0881 -0.1452 0.0317 0.324
H 0.41094 -2.15886 -2.73584 0.1580 0.0022 -0.0468 0.295
H -1.24246 -3.43400 -1.82673 0.4544 -0.3209 -0.1817 0.299
H 1.96119 2.14945 -1.28374 0.0297 -0.0488 0.0558 0.411
H 2.05407 1.85110 0.43267 -0.0608 -0.3826 0.0354 0.202
H 2.07239 -0.41860 -1.88880 0.0410 0.1580 0.0487 0.262
H 0.69462 2.71316 -0.22844 -0.2202 -0.1375 0.0010 0.330
```
Positions in Å, forces in eV/Å.